1.
DFT (ωB97M-V/def2-TZVPD) results for a cluster of 2 separate species, C2H5NOS in total in a non-equilibrium geometry.

## Properties
total charge = 0
spin multiplicity = 1
LUMO energy = 0.478 eV
E_tot = -16524.4922 eV
molecular weight = 91.1 g/mol
energy relative to the best compared isomer or geometry (same formula, charge and spin) = 375.3 kJ/mol

Structure (XYZ):
```
10
C2H5NOS (ωB97M-V/def2-TZVPD)
C 0.39 0.45 1.09
C -0.25 -0.72 -1.21
N 1.58 0.48 0.73
O -2.13 -0.06 0.53
S -0.84 -0.72 0.60
H -0.27 1.44 1.98
H -0.11 -1.76 -1.59
H 0.61 -0.03 -1.37
H -1.22 -0.35 -1.67
H 2.25 1.27 0.90
```

2.
DFT (ωB97M-V/def2-TZVPD) results for the ion C8H17N2 with charge +1 in a non-equilibrium geometry.

## Properties
total charge = +1
spin multiplicity = 1
SMILES = C=C1[N@@H+](C)CN(C)C1(C)C
LUMO energy = -3.019 eV
E_tot = -11543.2624 eV
molecular weight = 141.2 g/mol
energy relative to the best compared isomer or geometry (same formula, charge and spin) = 282.9 kJ/mol

Structure (XYZ):
```
27
C8H17N2 (ωB97M-V/def2-TZVPD)
C 0.44 -0.50 -1.15
C 1.00 -1.32 -2.05
C 0.02 1.63 -0.35
C 0.31 -0.57 0.49
C 1.62 -0.78 1.18
C -0.66 -1.74 0.76
C -0.20 1.44 2.06
C -1.74 0.55 -1.86
N -0.24 0.79 0.73
N -0.24 0.81 -1.53
H 1.02 -1.20 -3.14
H 1.64 -2.22 -1.78
H -0.57 2.53 -0.28
H 1.06 1.89 -0.49
H 2.36 -1.45 0.70
H 1.49 -1.09 2.22
H 2.14 0.11 1.27
H -1.02 -1.68 1.77
H -0.12 -2.71 0.57
H -1.51 -1.53 0.06
H -0.90 0.98 2.75
H 0.89 1.35 2.39
H -0.60 2.49 1.91
H -2.45 0.71 -1.05
H -2.16 1.29 -2.64
H -2.02 -0.41 -2.32
H 0.34 1.14 -2.40
```

3.
DFT (ωB97M-V/def2-TZVPD) results for a structure of composition C31H57KN8O4SSb2 in a non-equilibrium geometry.

## Properties
total charge = +2
spin multiplicity = 1
LUMO energy = -5.065 eV
E_tot = -93403.9621 eV
molecular weight = 920.5 g/mol
energy relative to the best compared isomer or geometry (same formula, charge and spin) = 86.9 kJ/mol

Structure (XYZ):
```
104
C31H57KN8O4SSb2 (ωB97M-V/def2-TZVPD)
K -0.22 0.65 0.79
N -1.77 -1.34 -1.55
C -3.14 -1.63 -2.12
C -3.98 -0.37 -2.11
C -4.33 0.14 -0.72
N -3.15 0.76 -0.09
C -4.90 -0.98 0.15
C -4.11 -2.29 0.15
N -2.86 -2.17 0.94
C -3.78 -2.74 -1.28
H -1.45 -0.39 -1.76
H -1.05 -2.00 -1.85
H -1.86 -1.46 -0.50
H -2.97 -1.96 -3.15
H -4.91 -0.61 -2.64
H -3.49 0.41 -2.69
H -5.13 0.89 -0.84
H -3.41 1.14 0.81
H -2.87 1.56 -0.66
H -5.90 -1.20 -0.21
H -5.02 -0.63 1.18
H -4.76 -3.05 0.59
H -2.63 -3.08 1.31
H -3.01 -1.56 1.75
H -4.70 -3.03 -1.79
H -3.14 -3.63 -1.26
C -3.17 1.07 5.34
Sb -1.77 0.72 3.77
C -0.51 -0.63 4.85
C -0.60 2.56 3.99
C 0.37 2.52 5.13
C -0.12 2.59 6.43
C 0.71 2.49 7.53
C 2.07 2.33 7.34
C 2.58 2.31 6.06
C 1.76 2.41 4.94
C 2.41 2.45 3.59
Sb 2.51 0.53 2.58
C 4.33 0.93 1.52
C 3.36 -0.56 4.19
H -2.66 0.99 6.30
H -3.96 0.34 5.30
H -3.60 2.07 5.24
H -0.07 -0.11 5.70
H 0.28 -1.03 4.22
H -1.12 -1.45 5.21
H -1.36 3.32 4.15
H -0.11 2.79 3.05
H -1.19 2.73 6.58
H 0.29 2.55 8.53
H 2.74 2.26 8.19
H 3.65 2.23 5.91
H 3.45 2.77 3.69
H 1.93 3.16 2.91
H 5.10 1.22 2.23
H 4.18 1.74 0.81
H 4.66 0.04 0.98
H 4.28 -0.07 4.50
H 3.58 -1.58 3.88
H 2.67 -0.58 5.03
C 1.30 -5.63 0.36
C 1.37 -4.20 -0.04
C 2.26 -3.51 -0.82
C 1.82 -2.17 -0.81
N 0.71 -2.05 -0.08
N 0.45 -3.30 0.37
C 2.45 -1.00 -1.47
H 2.16 -6.17 -0.05
H 0.40 -6.11 -0.02
H 1.32 -5.75 1.44
H 3.13 -3.90 -1.32
H -0.27 -3.44 1.05
H 3.52 -1.18 -1.63
H 2.38 -0.11 -0.84
H 2.01 -0.78 -2.44
C 1.28 -2.23 -6.82
C 1.91 -0.84 -6.73
S 0.93 0.22 -5.71
O -0.34 0.48 -6.35
O 0.91 -0.30 -4.36
C 1.83 1.76 -5.68
C 1.00 2.88 -5.06
N 0.65 2.56 -3.67
C -0.53 2.03 -3.24
N -0.48 1.67 -1.96
C 0.77 2.02 -1.54
C 1.47 2.56 -2.56
N 2.82 3.02 -2.51
O 3.38 2.88 -1.45
O 3.33 3.42 -3.54
C -1.73 1.86 -4.10
H 1.88 -2.85 -7.48
H 0.27 -2.17 -7.22
H 1.25 -2.70 -5.84
H 1.97 -0.37 -7.71
H 2.90 -0.87 -6.29
H 2.05 2.04 -6.71
H 2.76 1.60 -5.14
H 0.07 3.01 -5.60
H 1.56 3.81 -5.08
H 1.12 1.86 -0.53
H -1.69 2.43 -5.01
H -2.61 2.18 -3.54
H -1.85 0.81 -4.39
```

4.
DFT (ωB97M-V/def2-TZVPD) results for a structure of composition C8H18LuO5 in a non-equilibrium geometry.

## Properties
total charge = +2
spin multiplicity = 2
LUMO energy (alpha / beta) = -9.823 / -10.104 eV
E_tot = -52420.7256 eV
molecular weight = 369.2 g/mol

Structure (XYZ):
```
32
C8H18LuO5 (ωB97M-V/def2-TZVPD)
C -2.64 2.15 -0.25
O -1.34 2.11 -0.72
C -2.75 1.40 1.07
O -2.44 0.06 0.78
C -2.50 -1.40 1.23
C -1.32 -2.55 0.69
O -0.32 -1.87 -0.25
C 0.86 -2.59 -0.50
Lu -0.40 0.48 -0.72
H -3.37 1.75 -0.97
H -2.96 3.19 -0.05
H -3.78 1.41 1.46
H -2.08 1.74 1.87
H -1.80 -1.14 0.24
H -2.30 -1.25 2.29
H -1.89 -3.00 -0.14
H -0.80 -2.77 1.63
H 1.68 -2.00 -0.09
H 0.88 -3.53 0.06
H 0.98 -2.66 -1.59
O 0.74 0.32 1.22
C 1.97 0.93 1.26
C 2.73 0.82 -0.05
O 1.81 0.92 -1.13
C 2.40 0.87 -2.42
H 2.57 0.59 2.12
H 1.73 2.00 1.47
H 3.21 -0.18 -0.10
H 3.50 1.60 -0.13
H 1.60 0.92 -3.16
H 3.07 1.73 -2.55
H 2.97 -0.06 -2.54
```

5.
DFT (ωB97M-V/def2-TZVPD) results for the molecule C2H3FO2S in a non-equilibrium geometry.

## Properties
total charge = 0
spin multiplicity = 1
SMILES = O=S(=O)=CCF
LUMO energy (alpha / beta) = -1.020 / -1.020 eV
E_tot = -19767.0750 eV
molecular weight = 110.1 g/mol
energy relative to the best compared isomer or geometry (same formula, charge and spin) = 276.9 kJ/mol

Structure (XYZ):
```
9
C2H3FO2S (ωB97M-V/def2-TZVPD)
C -0.15 -1.20 -0.48
C -0.62 0.12 0.09
O 1.62 1.64 -0.35
O -0.14 2.42 1.20
F -0.08 -2.22 0.40
S 0.49 1.38 0.43
H -0.62 -1.43 -1.47
H 0.84 -0.88 -0.87
H -1.34 0.17 1.05
```

6.
DFT (ωB97M-V/def2-TZVPD) results for a cluster of 8 separate species, C18H36Br8N4O2 in total in a non-equilibrium geometry.

## Properties
total charge = 0
spin multiplicity = 1
SMILES = CN(C)C=O.CN(C)C=O.BrCCBr.BrCCBr.BrCCBr.BrCCBr.CC#N.CC#N
LUMO energy = -0.139 eV
E_tot = -589644.0445 eV
molecular weight = 979.7 g/mol
energy relative to the best compared isomer or geometry (same formula, charge and spin) = 15.0 kJ/mol

Structure (XYZ):
```
68
C18H36Br8N4O2 (ωB97M-V/def2-TZVPD)
C -18.14 8.14 -3.65
C -16.74 8.00 -3.59
N -15.63 7.84 -3.53
H -18.30 8.61 -4.63
H -18.58 8.69 -2.82
H -18.70 7.21 -3.67
C -23.31 5.24 -2.96
C -22.04 5.43 -3.65
N -21.05 5.52 -4.25
H -23.15 5.02 -1.91
H -23.73 4.30 -3.33
H -24.01 6.06 -3.13
Br -22.27 8.74 -2.81
C -22.65 10.41 -3.91
C -21.36 10.81 -4.57
Br -21.90 12.26 -5.86
H -23.13 11.17 -3.29
H -23.37 10.03 -4.63
H -20.86 10.04 -5.17
H -20.63 11.12 -3.82
Br -18.26 8.34 -7.20
C -19.24 10.00 -7.93
C -18.42 11.27 -7.65
Br -18.23 11.57 -5.73
H -20.29 9.92 -7.65
H -19.14 9.83 -9.01
H -19.01 12.10 -8.05
H -17.40 11.35 -8.01
Br -15.80 5.47 -5.99
C -13.93 6.12 -6.04
C -14.08 7.34 -6.99
Br -12.28 8.08 -7.40
H -13.26 5.32 -6.35
H -13.83 6.37 -4.98
H -14.64 8.13 -6.49
H -14.58 7.05 -7.92
Br -15.55 4.75 -2.17
C -17.53 4.67 -2.62
C -18.18 3.48 -1.96
Br -18.06 3.74 0.03
H -17.63 4.63 -3.71
H -17.98 5.62 -2.33
H -17.65 2.53 -2.11
H -19.24 3.52 -2.22
C -19.69 10.73 -0.44
O -18.63 10.26 -0.88
N -20.53 9.99 0.36
C -20.23 8.59 0.62
C -21.77 10.65 0.83
H -20.11 11.74 -0.57
H -19.26 8.25 0.25
H -20.91 8.04 -0.03
H -20.31 8.34 1.68
H -21.89 10.36 1.88
H -21.66 11.74 0.86
H -22.63 10.41 0.20
C -14.04 12.99 -2.39
O -12.95 13.32 -2.80
N -14.79 12.14 -3.11
C -16.00 11.50 -2.55
C -14.48 11.64 -4.43
H -14.47 13.15 -1.38
H -16.83 11.85 -3.17
H -16.29 11.83 -1.56
H -15.96 10.41 -2.59
H -15.33 11.56 -5.10
H -13.65 12.20 -4.87
H -14.13 10.61 -4.34
```

7.
DFT (ωB97M-V/def2-TZVPD) results for a structure of composition C22H27IN2NiOSSi in a non-equilibrium geometry.

## Properties
total charge = 0
spin multiplicity = 1
LUMO energy = 0.096 eV
E_tot = -96136.4181 eV
molecular weight = 581.2 g/mol
energy relative to the best compared isomer or geometry (same formula, charge and spin) = 67.0 kJ/mol

Structure (XYZ):
```
56
C22H27IN2NiOSSi (ωB97M-V/def2-TZVPD)
Ni -0.42 -1.04 -0.61
C -2.21 -3.54 -2.45
C -2.67 -3.14 -1.08
C -3.70 -3.78 -0.43
C -4.06 -3.35 0.85
C -3.42 -2.28 1.43
C -2.41 -1.61 0.71
N -2.05 -2.10 -0.51
N -1.68 -0.53 1.04
Si -2.40 0.77 1.90
C -4.13 1.15 1.26
C -1.38 2.35 1.70
C -2.51 0.45 3.76
H -2.02 -4.62 -2.50
H -1.29 -3.02 -2.71
H -2.97 -3.30 -3.20
H -4.21 -4.62 -0.90
H -4.84 -3.86 1.39
H -3.68 -1.95 2.43
H -4.10 1.41 0.20
H -4.57 1.99 1.80
H -4.80 0.30 1.37
H -1.30 2.65 0.65
H -0.37 2.27 2.10
H -1.88 3.16 2.24
H -3.34 -0.22 4.02
H -2.66 1.39 4.31
H -1.59 -0.01 4.13
O 0.67 0.18 -1.73
S 1.13 1.26 -0.77
C 2.08 2.41 -1.75
C 2.24 2.16 -3.10
C 2.96 3.07 -3.87
C 3.50 4.20 -3.28
C 3.32 4.44 -1.92
C 2.60 3.54 -1.15
C 2.44 0.52 0.19
C 2.15 0.24 1.52
C 3.08 -0.43 2.29
C 4.28 -0.83 1.74
C 4.57 -0.56 0.40
C 3.65 0.12 -0.38
H 1.80 1.27 -3.53
H 3.09 2.89 -4.93
H 4.05 4.91 -3.88
H 3.73 5.33 -1.46
H 2.45 3.72 -0.09
H 1.18 0.50 1.92
H 2.85 -0.66 3.33
H 5.00 -1.37 2.34
H 5.50 -0.89 -0.03
H 3.85 0.33 -1.42
I 0.52 -4.41 -0.32
C 0.92 -2.38 -0.90
H 1.31 -2.43 -1.91
H 1.73 -2.08 -0.23
```

8.
DFT (ωB97M-V/def2-TZVPD) results for a structure of composition C4H6O2 in a non-equilibrium geometry.

## Properties
total charge = 0
spin multiplicity = 1
LUMO energy (alpha / beta) = -0.381 / -0.381 eV
E_tot = -8336.3967 eV
molecular weight = 86.1 g/mol
energy relative to the best compared isomer or geometry (same formula, charge and spin) = 392.2 kJ/mol

Structure (XYZ):
```
12
C4H6O2 (ωB97M-V/def2-TZVPD)
C -0.73 -1.63 0.57
C -0.56 -0.37 -0.11
O -0.64 -1.13 -1.25
C 0.77 0.35 0.03
C 0.59 1.76 -0.48
O -0.49 2.31 -0.55
H -1.37 0.29 0.14
H -0.06 -1.97 1.37
H -1.66 -2.17 0.48
H 1.05 0.41 1.09
H 1.59 -0.15 -0.51
H 1.51 2.30 -0.78
```